(1)
18
Properties=species:S:1:pos:R:3:forces:R:3 method="wB97M-V/def2-TZVPD" orbital_gap_ev=7.6 charge=-1 e_above_lowest_kcal_mol=149.6 lumo_ev=4.1 e_homo_ev=-3.4
C 1.711232 1.268525 0.874241 1.1 1.8 0.8
O 1.859737 2.354027 -0.037954 -0.3 -3.6 2.1
C 0.882994 -0.013695 0.372280 -2.1 2.0 -4.6
C -0.449156 0.664583 -0.368526 1.2 0.0 -0.4
C -1.063563 -0.263474 -1.413213 1.5 -1.2 0.2
N -2.081904 -1.226694 -0.919067 1.4 -0.8 0.7
N 0.141610 -1.600701 0.840451 1.0 1.1 -3.2
H 1.093392 1.527042 1.773348 0.5 0.5 0.0
H 2.680545 0.751511 1.293791 -1.0 1.1 -0.7
H 1.556205 -0.495637 -0.369975 -0.8 0.3 0.5
H -1.236037 1.030246 0.322535 0.7 -0.2 0.1
H -0.069533 1.530349 -0.969566 0.1 -0.5 1.1
H -1.418223 0.218809 -2.326637 -0.1 0.3 0.2
H -0.073685 -0.794759 -1.707845 -2.1 0.0 -0.1
H -2.782236 -0.781530 -0.335893 -0.2 0.7 -0.4
H -1.516527 -1.663945 -0.149547 -0.5 0.0 -0.8
H -0.006383 -1.967317 1.714194 0.0 -0.3 3.7
H 0.771532 -0.537342 1.407385 -0.5 -1.2 0.7

---

(2)
18
Properties=species:S:1:pos:R:3:forces:R:3 method="wB97M-V/def2-TZVPD" smiles=C[C@H](CN)NC[O-] orbital_gap_ev=7.2 charge=-1 e_above_lowest_kcal_mol=19.9 lumo_ev=4.1 e_homo_ev=-3.0
C -1.343427 0.277449 -0.513072 -0.1 -1.2 -1.4
N -1.177533 -1.039241 -1.221083 -0.7 0.5 0.5
C -0.037195 0.894953 -0.032832 -0.4 0.4 0.3
C -0.299097 2.322872 0.404822 -0.2 0.5 -0.1
N 0.628368 0.220534 1.071640 0.0 -0.8 -0.6
C 0.981087 -1.258309 0.703217 0.0 0.4 1.2
O 1.313449 -1.449056 -0.537735 0.8 -0.1 -0.7
H -2.103472 0.128808 0.248452 0.0 0.3 0.6
H -1.777126 0.952062 -1.253928 -0.1 0.3 0.0
H -1.473584 -1.751557 -0.560078 -0.3 0.0 -0.1
H -0.163405 -1.237630 -1.203518 0.5 0.0 -0.3
H 0.597054 0.911784 -0.904979 0.6 -0.1 -0.2
H 0.609596 2.800107 0.744749 0.4 0.0 0.1
H -1.007877 2.360949 1.236976 -0.1 -0.1 0.0
H -0.700782 2.937983 -0.404041 -0.1 0.0 -0.1
H -0.141344 0.097794 1.711772 -0.1 0.0 0.8
H 1.754794 -1.503298 1.464835 0.2 0.0 0.0
H 0.081523 -1.852263 1.048084 -0.1 0.0 -0.1

---

(3)
18
Properties=species:S:1:pos:R:3:forces:R:3 method="wB97M-V/def2-TZVPD" orbital_gap_ev="7.4 / 6.3" charge=-1 e_above_lowest_kcal_mol=122.0 lumo_ev="4.4 / 4.5" e_homo_ev="-3.0 / -1.8"
C 2.106557 -1.008525 -0.276124 -1.5 -0.2 2.3
C -1.646791 0.519970 -0.890723 -2.2 4.2 -2.5
C -2.025263 -0.719949 1.098156 1.5 3.0 -0.6
C 2.062287 0.493632 -0.055420 -1.1 0.8 -3.4
N -1.408630 -0.578009 -0.242555 0.7 -4.5 2.6
N 0.961523 0.918439 0.742416 -0.8 -0.3 1.9
O 0.360225 1.972636 0.325555 0.5 0.0 -0.3
H 2.835847 -1.155994 -0.981223 2.1 -0.7 -1.8
H 2.442937 -1.491141 0.690247 -0.7 0.0 -1.0
H 1.154678 -1.409994 -0.721865 0.7 0.4 1.0
H -1.525022 0.479801 -2.065080 -0.1 -0.2 1.9
H -2.757763 0.903834 -0.655473 1.7 0.0 -0.6
H -0.882972 1.407251 -0.562328 -0.8 -0.6 -0.1
H -1.281100 -0.241738 1.823298 -1.1 -0.4 -0.6
H -2.994462 -0.175541 1.148073 0.3 0.0 0.0
H -2.206621 -1.688385 1.466283 0.1 -1.7 -0.2
H 3.071370 0.855926 0.264621 -0.7 0.1 -0.1
H 1.733194 0.917785 -1.107860 1.4 -0.3 1.4

---

(4)
18
Properties=species:S:1:pos:R:3:forces:R:3 method="wB97M-V/def2-TZVPD" orbital_gap_ev="9.7 / 6.7" multiplicity=2 e_above_lowest_kcal_mol=38.3 lumo_ev="0.8 / -2.1" e_homo_ev="-8.9 / -8.8"
N 2.592351 -0.010328 -2.092885 -0.1 0.1 0.2
C 2.219916 1.087065 -1.203848 0.1 -0.7 -0.6
O 1.277283 0.758052 -0.317567 0.3 0.2 0.1
H 3.566040 0.012434 -2.364067 0.0 0.1 0.0
H 2.411579 -0.877362 -1.603829 0.0 -0.1 -0.1
H 3.099922 1.469750 -0.649071 -0.1 0.2 0.2
H 1.854762 1.924705 -1.824712 0.0 0.2 0.2
N -1.553066 1.209040 0.164457 -0.2 0.0 0.1
C -1.879189 -0.216467 0.281290 0.3 0.0 0.1
C -1.597355 -1.692726 2.271554 0.1 0.1 0.1
C -1.083942 -0.850597 1.391947 -0.2 0.2 -0.3
H -2.060513 1.618700 -0.609761 0.0 0.0 0.0
H -0.563230 1.319771 -0.025886 -0.1 0.0 0.1
H -1.673886 -0.765666 -0.648851 -0.1 0.0 0.0
H -2.936986 -0.337751 0.516606 -0.1 0.1 -0.1
H -0.987014 -2.131654 3.048937 -0.1 -0.1 0.0
H -2.649652 -1.944810 2.239420 0.0 -0.1 0.1
H -0.037019 -0.572158 1.426272 0.1 -0.1 0.1

---

(5)
18
Properties=species:S:1:pos:R:3:forces:R:3 method="wB97M-V/def2-TZVPD" smiles="C=N[C@H](O)[NH+](C)C" orbital_gap_ev=10.5 charge=+1 e_above_lowest_kcal_mol=97.5 lumo_ev=-3.1 e_homo_ev=-13.6
C -1.012591 -1.771834 2.157024 0.6 -0.3 0.7
C -1.002084 0.738473 -0.996717 -2.9 0.7 -2.3
C 1.376786 0.827955 -1.445943 -0.7 0.9 -0.5
C 0.617208 -0.330050 0.717128 -4.2 -2.8 -1.2
N -0.666664 -1.513494 0.971639 2.3 1.3 -0.9
N 0.215279 0.067983 -0.803841 3.3 1.5 2.4
O 0.564702 0.710546 1.523096 -0.8 1.8 -0.2
H -1.619982 -2.630170 2.501245 -0.3 0.3 -1.3
H -0.673823 -1.293446 3.061527 0.7 0.9 0.2
H -1.264655 1.559450 -0.357445 0.7 0.7 0.2
H -1.094850 1.015164 -2.089879 0.4 0.3 1.3
H -1.831418 0.082087 -0.898056 -0.6 -1.0 0.5
H 1.462315 1.977530 -1.281353 -0.4 -2.3 0.3
H 2.224086 0.239562 -1.144674 0.8 0.4 -0.1
H 1.164867 0.664332 -2.508144 0.5 0.3 0.1
H 1.581655 -0.872182 0.606158 -0.7 0.5 0.6
H 0.207745 -0.758791 -1.335831 -0.3 -1.8 -0.4
H -0.248578 1.286886 1.324068 1.5 -1.3 0.7

---

(6)
18
Properties=species:S:1:pos:R:3:forces:R:3 method="wB97M-V/def2-TZVPD" smiles="CN(C)C(=O)C[NH3+]" orbital_gap_ev=10.8 charge=+1 e_above_lowest_kcal_mol=29.0 lumo_ev=-3.3 e_homo_ev=-14.1
N 2.123061 -1.140793 -0.957224 0.5 -0.5 -0.9
C 1.186837 -0.010858 -0.884930 0.5 0.5 1.0
C 0.196727 -0.516414 0.175554 -0.1 1.3 -0.4
N -0.722681 0.290359 0.677253 -0.8 -0.1 -0.6
C -0.789011 1.733313 0.423789 0.5 -0.6 -0.3
C -2.027870 -0.314865 1.010587 0.3 0.8 0.5
O 0.312294 -1.705288 0.409076 -0.8 -1.5 0.6
H 1.483672 -1.866398 -0.479156 0.1 -0.4 0.4
H 2.351911 -1.468371 -1.885102 0.1 0.2 -0.4
H 2.989379 -1.064226 -0.427950 -0.1 0.3 0.1
H 1.700192 0.893615 -0.597772 0.1 0.2 -0.1
H 0.663685 0.142986 -1.811338 -0.1 0.0 -0.5
H 0.168688 2.111226 0.103820 0.3 0.1 -0.2
H -0.981960 2.189031 1.368743 -0.4 0.5 0.5
H -1.546414 1.983240 -0.320497 0.0 0.0 0.1
H -2.019243 -1.353915 0.758489 0.0 -0.6 0.3
H -2.764254 0.180998 0.407443 -0.4 0.2 -0.6
H -2.325012 -0.083638 2.029214 0.2 -0.4 0.3

---

(7)
18
Properties=species:S:1:pos:R:3:forces:R:3 method="wB97M-V/def2-TZVPD" smiles="C[N+](=O)C(C)(C)N" orbital_gap_ev=7.5 charge=+1 e_above_lowest_kcal_mol=132.5 lumo_ev=-6.6 e_homo_ev=-14.1
C -0.793730 1.466767 0.237097 -1.5 2.5 -3.1
C 1.498204 0.642208 0.831712 -0.1 2.3 -0.4
C -0.257692 -1.682228 -1.478733 1.1 -1.9 -3.2
C 0.109344 0.253800 0.363841 -1.6 1.0 2.3
N -0.608160 -0.626754 1.227358 -0.5 -2.0 -3.6
N 0.292306 -0.408591 -1.180579 1.0 1.7 1.7
O 0.840078 0.269200 -1.973015 -0.4 -0.5 0.2
H -1.675240 1.350999 -0.502004 1.6 0.0 0.5
H -1.394056 1.583743 1.095542 -0.1 -0.2 1.5
H -0.376947 2.526198 0.092080 0.0 -1.8 -0.3
H 2.076717 -0.245876 0.917145 1.1 -0.5 -0.5
H 1.580400 1.114715 1.876966 -0.9 -0.6 -1.6
H 1.788029 1.478731 0.061419 0.3 -1.9 1.6
H -0.458793 -2.185196 -0.602587 -1.4 -0.5 2.1
H 0.556214 -2.466632 -1.861544 -1.4 2.2 -0.2
H -1.115678 -1.482862 -2.202928 1.1 -0.7 0.9
H -1.545782 -0.912279 0.905769 0.8 0.6 0.5
H -0.515214 -0.675945 2.192460 0.9 0.1 1.7

---

(8)
18
Properties=species:S:1:pos:R:3:forces:R:3 method="wB97M-V/def2-TZVPD" orbital_gap_ev=8.0 charge=+1 e_above_lowest_kcal_mol=62.6 lumo_ev=-5.0 e_homo_ev=-13.0
C -3.502838 -0.774241 -0.284466 0.0 0.0 -0.3
C -1.589672 0.654247 -0.777690 -0.1 -0.1 -0.3
N -2.090998 -0.488192 -0.561615 0.0 -0.3 0.2
H -3.597287 -1.099301 0.739524 0.0 -0.1 0.3
H -3.838341 -1.574687 -0.943521 0.0 0.1 0.0
H -4.090458 0.124744 -0.440331 0.0 0.0 -0.1
H -2.251062 1.509386 -0.809636 0.1 0.1 0.0
H -0.527106 0.700604 -0.974163 0.1 0.2 0.0
H -1.453678 -1.286463 -0.544128 0.0 0.1 -0.1
O 1.418775 -0.329442 -1.302678 -0.4 0.1 0.1
C 1.891442 0.294381 -0.382296 0.2 0.0 0.0
C 1.538936 0.030620 1.062496 0.1 0.0 0.0
N 2.496670 0.668209 1.943487 -0.1 -0.1 0.0
H 2.609957 1.116915 -0.559020 0.0 -0.1 0.0
H 0.553180 0.486784 1.232203 0.1 0.0 0.0
H 1.397887 -1.053628 1.172534 0.1 0.0 0.0
H 2.217473 0.585656 2.912792 0.0 0.1 0.0
H 3.412866 0.244531 1.857762 0.0 0.0 0.0